{"formula": "C5H8N2", "method": "the ωB97M-V functional and the def2-TZVPD basis", "lumo_energy_ev": 0.25, "gap_ev": 8.72, "max_force_ev_per_a": 1.1, "elements": ["C", "H", "H", "C", "C", "N", "H", "H", "H", "C", "N", "H", "H", "H", "C"], "coordinates": [[-0.7399, -0.8736, -0.5634], [-1.1580, -1.3660, -1.4312], [0.5849, 0.5999, -2.2259], [0.8216, -1.0811, 1.4242], [-0.8721, 1.2605, 0.5349], [1.8619, -0.9781, 1.9205], [-0.7860, 1.5739, 1.5775], [0.2829, 0.9950, -0.2745], [-1.1361, -1.9402, 1.4133], [-0.5189, -1.2346, 0.8576], [-1.2497, -0.0660, 0.3716], [-1.4567, 1.9479, -0.0809], [1.5640, -0.5034, -1.2123], [1.7785, 1.2260, -1.0707], [1.0237, 0.4398, -1.2406]]}